1.
Below is a 15-piece molecular cluster, C34H93N11O26 overall, with properties calculated with ωB97M-V with the def2-TZVPD basis set.

Positions of all 164 atoms, in Å:
C  12.672  4.152  -1.523
C  11.977  3.263  -2.580
O  12.827  2.749  -3.520
H  12.883  5.174  -1.837
H  13.551  3.722  -1.043
H  11.998  4.393  -0.702
H  11.215  3.839  -3.104
H  11.473  2.405  -2.136
H  12.432  2.867  -4.388
C  9.045  5.149  2.196
C  9.110  3.684  1.840
O  10.252  3.466  1.085
H  8.280  5.451  2.911
H  8.734  5.794  1.374
H  9.991  5.479  2.623
H  8.207  3.346  1.331
H  9.058  2.972  2.664
H  10.446  2.552  1.305
C  11.756  5.365  -6.798
C  12.347  4.008  -6.657
O  11.382  3.057  -6.167
H  11.009  5.688  -6.074
H  11.329  5.567  -7.781
H  12.639  5.963  -6.574
H  13.200  4.012  -5.979
H  12.639  3.694  -7.659
H  10.853  2.713  -6.890
C  13.928  -0.230  -1.995
C  13.141  -0.842  -0.848
O  13.985  -1.001  0.305
H  14.372  0.715  -1.683
H  13.301  -0.109  -2.878
H  14.773  -0.902  -2.143
H  12.771  -1.819  -1.162
H  12.248  -0.283  -0.570
H  14.847  -1.319  0.028
C  20.280  -2.198  -6.621
O  19.263  -1.720  -5.836
C  19.627  -1.091  -4.529
C  18.397  -0.516  -3.833
N  18.104  0.800  -4.314
C  17.092  1.551  -3.547
C  16.644  2.683  -4.545
O  16.249  2.135  -5.792
C  16.131  3.030  -6.926
H  20.256  -3.240  -6.300
H  21.215  -1.674  -6.420
H  20.085  -2.290  -7.689
H  20.313  -0.284  -4.787
H  20.183  -1.751  -3.864
H  18.757  -0.452  -2.806
H  17.511  -1.145  -3.747
H  17.565  0.876  -5.165
H  17.469  1.891  -2.583
H  16.330  0.797  -3.350
H  17.566  3.251  -4.667
H  15.779  3.272  -4.243
H  15.202  3.583  -6.785
H  16.029  2.494  -7.870
H  17.022  3.649  -7.037
C  9.980  -3.296  10.454
O  10.467  -3.876  9.281
C  11.419  -4.907  9.501
C  11.919  -5.467  8.128
N  12.772  -4.378  7.558
C  13.121  -4.789  6.218
C  13.761  -3.696  5.198
O  13.743  -4.061  3.808
C  14.332  -3.077  2.955
H  9.532  -2.332  10.215
H  10.730  -3.239  11.242
H  9.175  -3.927  10.833
H  10.963  -5.681  10.118
H  12.221  -4.580  10.163
H  11.105  -5.749  7.459
H  12.463  -6.348  8.470
H  12.116  -3.612  7.498
H  12.328  -5.304  5.676
H  13.930  -5.511  6.328
H  14.795  -3.411  5.395
H  13.207  -2.765  5.317
H  13.854  -2.100  2.887
H  14.379  -3.346  1.900
H  15.355  -2.983  3.318
C  15.353  -9.103  -10.218
O  14.776  -8.674  -8.954
C  13.352  -8.669  -9.005
C  12.871  -8.429  -7.559
N  13.117  -7.025  -7.225
C  12.985  -6.699  -5.762
C  12.989  -5.185  -5.322
O  12.963  -5.191  -3.919
C  13.259  -3.865  -3.334
H  14.968  -8.469  -11.017
H  15.168  -10.146  -10.476
H  16.418  -8.998  -10.425
H  13.079  -9.666  -9.349
H  12.898  -7.940  -9.676
H  13.296  -9.091  -6.804
H  11.815  -8.697  -7.521
H  13.933  -6.630  -7.670
H  13.866  -7.159  -5.313
H  12.076  -7.136  -5.348
H  12.063  -4.683  -5.601
H  13.851  -4.624  -5.683
H  13.218  -3.960  -2.249
H  12.714  -2.988  -3.683
H  14.310  -3.731  -3.589
C  19.270  1.608  0.712
N  19.328  0.322  -0.089
O  18.228  -0.088  -0.486
O  20.429  -0.176  -0.361
H  18.404  1.628  1.374
H  19.350  2.532  0.138
H  20.140  1.556  1.366
C  14.106  2.572  2.042
N  15.283  3.510  1.745
O  14.946  4.605  1.290
O  16.448  3.115  1.939
H  13.434  2.668  1.189
H  13.604  2.738  2.995
H  14.502  1.557  2.011
C  13.191  0.331  -6.859
N  12.696  -1.074  -6.934
O  12.250  -1.528  -8.011
O  12.687  -1.700  -5.875
H  13.084  0.713  -7.874
H  14.266  0.267  -6.692
H  12.564  0.897  -6.171
C  19.168  -3.269  -1.155
N  17.748  -3.139  -0.584
O  17.567  -3.685  0.532
O  16.897  -2.619  -1.322
H  19.578  -2.454  -1.750
H  19.095  -4.108  -1.848
H  19.856  -3.415  -0.322
C  10.682  -1.750  1.960
N  10.451  -0.287  1.995
O  11.428  0.328  1.569
O  9.605  0.147  2.784
H  11.685  -1.853  2.374
H  10.632  -1.983  0.896
H  9.925  -2.173  2.621
C  11.199  -6.790  2.308
N  10.168  -5.794  2.330
O  10.490  -4.667  1.900
O  9.042  -6.020  2.815
H  10.928  -7.292  3.237
H  12.165  -6.291  2.227
H  11.033  -7.337  1.380
C  8.651  0.845  -1.002
N  7.610  -0.158  -0.775
O  6.448  0.229  -0.774
O  8.014  -1.312  -0.678
H  8.682  1.588  -0.206
H  8.659  1.205  -2.031
H  9.557  0.264  -0.827
C  9.451  -1.804  -4.926
N  9.945  -0.571  -4.219
O  10.805  -0.614  -3.338
O  9.319  0.489  -4.546
H  10.176  -2.560  -4.626
H  9.533  -1.661  -6.004
H  8.393  -1.878  -4.674

Lowest unoccupied orbital energy = -0.01136 Ha
Multiplicity = 1
Total charge = 0
HOMO = -0.301 Ha

2.
Below is C22H42CdN5O10P2S2 as an isolated structure, with properties calculated with ωB97M-V with the def2-TZVPD basis set.

Positions of all 84 atoms, in Å:
Cd  -0.512  0.593  0.090
C  1.514  -5.080  -1.856
N  1.250  -3.704  -2.251
C  2.400  -2.970  -2.757
C  0.023  -3.187  -2.043
O  -0.877  -3.813  -1.496
C  -0.272  -1.798  -2.606
O  -1.177  -1.044  -1.813
C  -2.528  -1.469  -1.839
C  -3.230  -0.811  -0.667
O  -2.750  0.201  -0.126
N  -4.377  -1.338  -0.264
C  -5.027  -0.795  0.920
C  -4.921  -2.564  -0.833
H  2.208  -5.097  -1.013
H  1.964  -5.614  -2.695
H  0.582  -5.560  -1.578
H  3.294  -3.380  -2.291
H  2.356  -1.929  -2.464
H  2.492  -3.055  -3.843
H  -0.679  -1.943  -3.617
H  0.615  -1.183  -2.687
H  -2.579  -2.550  -1.783
H  -3.012  -1.112  -2.763
H  -4.287  -0.285  1.528
H  -5.453  -1.618  1.490
H  -5.818  -0.096  0.644
H  -4.398  -3.437  -0.437
H  -4.861  -2.561  -1.919
H  -5.973  -2.628  -0.566
C  0.466  1.808  3.500
C  -0.191  2.771  2.574
N  -0.499  2.543  1.327
C  -1.066  3.640  0.721
C  -1.193  4.724  1.528
S  -0.593  4.357  3.083
C  -1.412  3.561  -0.701
C  -2.051  4.518  -1.420
S  -2.176  4.029  -3.048
C  -1.390  2.555  -2.677
N  -1.050  2.442  -1.421
C  -1.115  1.549  -3.743
H  1.040  1.083  2.928
H  -0.284  1.262  4.073
H  1.122  2.340  4.189
H  -1.582  5.698  1.283
H  -2.445  5.460  -1.076
H  -1.740  1.726  -4.617
H  -1.298  0.548  -3.360
H  -0.071  1.615  -4.054
N  1.192  -2.884  3.329
C  0.530  -2.759  1.966
C  0.300  -4.171  1.449
P  1.750  -1.830  0.911
O  2.345  -0.825  2.066
O  2.810  -2.772  0.490
O  1.034  -0.993  -0.114
P  -1.100  -1.875  2.199
O  -1.333  -2.258  3.775
O  -2.149  -2.499  1.370
O  -0.787  -0.407  2.135
H  1.923  -3.597  3.288
H  0.479  -3.127  4.022
H  1.634  -1.993  3.576
H  1.250  -4.698  1.332
H  -0.202  -4.128  0.487
H  -0.354  -4.725  2.128
H  3.298  -0.727  1.936
H  -2.189  -2.693  3.881
C  2.754  3.790  1.126
C  3.040  3.230  -0.247
O  2.122  2.181  -0.521
C  2.248  1.675  -1.841
C  3.380  0.679  -1.986
H  3.483  4.562  1.376
H  2.813  3.004  1.881
H  1.760  4.236  1.159
H  4.069  2.857  -0.302
H  2.932  4.013  -1.008
H  2.377  2.512  -2.539
H  1.284  1.216  -2.072
H  4.350  1.147  -1.816
H  3.392  0.264  -2.995
H  3.253  -0.135  -1.272

Lowest unoccupied orbital energy = -0.07151 Ha
Multiplicity = 1
ΔE to the lowest compared entry with this formula, charge and spin = 0.186 eV
Total charge = +1
HOMO = -0.406 Ha